Entry 1:
ORCA calculation (wB97M-V/def2-TZVPD) on a molecular structure, C6H13GaO4 at a distorted geometry.

Last column: Löwdin charge in e.
Element x y z (Å)
C 1.04160 1.05377 0.25144  -0.18
O 1.30257 -0.07429 0.98957  -0.04
H 0.28896 0.87294 -0.55700  0.10
H 0.70369 1.92477 0.86228  0.11
H 1.90170 1.39802 -0.37642  0.10
O 2.39706 0.59949 -3.98585  -0.04
C 1.51550 -0.21689 -4.20420  -0.13
C 1.56673 -1.57744 -3.57123  -0.16
O 2.60405 -1.63377 -2.63027  -0.27
C 2.26302 -1.40259 -1.07608  -0.01
C 3.46932 -0.81898 -0.39717  -0.16
O 3.94445 0.24269 -1.22714  -0.40
C 4.66920 1.25924 -0.55080  -0.03
Ga 4.07586 -0.30759 -3.09902  0.75
H 0.64312 0.04160 -4.82908  0.16
H 1.70584 -2.31759 -4.37936  0.16
H 0.58807 -1.80307 -3.11499  0.16
H 2.00593 -2.36069 -0.60322  0.15
H 1.29481 -0.91771 -1.24296  0.11
H 4.26677 -1.55758 -0.22365  0.16
H 3.13243 -0.40372 0.57175  0.13
H 4.90979 2.01957 -1.30160  0.11
H 4.03093 1.69723 0.22968  0.11
H 5.56503 0.82968 -0.07981  0.12

Calculated values
Total charge: +1
Highest occupied orbital energy (alpha / beta), eV: -11.429 / -11.428
⟨S²⟩: 0.7541
Kohn-Sham gap (alpha / beta), Eh: 0.280 / 0.215
ΔE to the lowest compared entry with this formula, charge and spin, kJ/mol: 206.2
Strongest force on any atom, eV Å⁻¹: 3.748
2S+1: 2

***

Entry 2:
ORCA calculation (wB97M-V/def2-TZVPD) on a molecular structure, ClFPt3 at a distorted geometry.

Last column: Löwdin charge in e.
Element x y z (Å)
Pt 1.80274 -0.32673 1.84991  1.59
Pt 1.37255 -1.47758 -2.48067  1.50
Pt -2.22261 0.71320 -0.23633  1.34
F -0.95377 1.66043 1.29264  -0.42
Cl 0.00110 -0.56932 -0.42555  -0.02

Calculated values
Total charge: +4
Highest occupied orbital energy (alpha / beta), eV: -28.357 / -27.711
⟨S²⟩: 12.0186
Kohn-Sham gap (alpha / beta), Eh: 0.258 / 0.168
ΔE to the lowest compared entry with this formula, charge and spin, kJ/mol: 240.8
Strongest force on any atom, eV Å⁻¹: 2.847
2S+1: 7